{
  "formula": "C14H20N7RuS4",
  "method": "wB97M-V/def2-TZVPD",
  "species": ["Ru", "S", "S", "S", "S", "N", "N", "N", "N", "N", "N", "N", "C", "C", "C", "C", "C", "C", "C", "C", "C", "C", "C", "C", "C", "C", "H", "H", "H", "H", "H", "H", "H", "H", "H", "H", "H", "H", "H", "H", "H", "H", "H", "H", "H", "H"],
  "coordinates": [[0.41, -0.93, -0.58], [0.55, -1.69, -2.61], [-2.20, 1.06, 1.42], [1.18, 1.11, -0.72], [-1.99, -1.01, -0.82], [2.83, -1.70, -4.00], [2.41, -1.34, -0.58], [-4.11, -0.45, 0.67], [3.10, -1.42, -1.75], [-1.10, 1.94, -2.09], [0.45, 3.44, -1.78], [0.76, -1.48, 1.36], [0.08, 2.20, -1.57], [4.48, -1.72, 0.66], [2.09, -1.63, 1.67], [2.49, -2.01, 2.94], [2.33, -1.56, -2.78], [-1.64, 3.12, -2.80], [-0.56, 4.20, -2.55], [-4.76, 0.28, 1.77], [-3.85, 1.46, 2.11], [3.02, -1.52, 0.54], [0.18, -2.18, 3.56], [1.52, -2.28, 3.90], [-2.85, -0.19, 0.43], [-0.16, -1.78, 2.28], [-4.62, -1.15, 0.14], [5.00, -1.34, -0.21], [2.24, -1.85, -4.81], [-1.55, 1.04, -2.03], [-5.75, 0.61, 1.45], [3.54, -2.12, 3.17], [3.83, -1.74, -4.13], [4.71, -2.79, 0.76], [4.86, -1.22, 1.56], [-1.19, -1.69, 1.97], [1.81, -2.59, 4.89], [-0.12, 4.58, -3.47], [-0.92, 5.04, -1.96], [-1.78, 2.90, -3.85], [-2.61, 3.40, -2.37], [-0.60, -2.41, 4.27], [-4.19, 2.39, 1.64], [1.33, 3.83, -1.47], [-4.88, -0.40, 2.62], [-3.76, 1.62, 3.18]],
  "nbo_charge": [0.4526, 0.3223, 0.3665, 0.2794, -0.0785, -0.7295, -0.2343, -0.5002, -0.3349, -0.5421, -0.5156, -0.4473, 0.3539, -0.6969, 0.1519, -0.1757, 0.2904, -0.2310, -0.2322, -0.2362, -0.5218, 0.3355, -0.2099, -0.0654, -0.0176, 0.0973, 0.4537, 0.2832, 0.4348, 0.4461, 0.2624, 0.2685, 0.4488, 0.2834, 0.2620, 0.2251, 0.2725, 0.2515, 0.2457, 0.2452, 0.2380, 0.2703, 0.2557, 0.4546, 0.2416, 0.2765],
  "charge": 3,
  "multiplicity": 1,
  "e_tot_ev": -71172.233,
  "orbital_gap_ev": [5.83, 5.83]
}


{
  "formula": "C25H38Cl2LuN2O3P",
  "method": "wB97M-V/def2-TZVPD",
  "species": ["Lu", "Cl", "Cl", "P", "O", "O", "O", "N", "N", "C", "C", "C", "C", "C", "C", "C", "C", "C", "C", "C", "C", "C", "C", "C", "C", "C", "C", "C", "C", "C", "C", "C", "C", "C", "H", "H", "H", "H", "H", "H", "H", "H", "H", "H", "H", "H", "H", "H", "H", "H", "H", "H", "H", "H", "H", "H", "H", "H", "H", "H", "H", "H", "H", "H", "H", "H", "H", "H", "H", "H", "H", "H"],
  "coordinates": [[1.20, 0.24, -0.25], [0.75, -1.52, 1.48], [3.66, 0.85, -0.08], [1.00, 2.28, 1.94], [0.33, 1.50, -1.95], [-1.18, 0.24, -0.08], [-2.58, -1.57, -2.89], [-3.05, -1.00, 0.48], [-0.71, 3.18, -3.05], [1.27, -1.16, -1.81], [2.55, 3.31, 1.96], [-1.41, -6.18, -2.05], [-1.07, -3.46, -2.34], [1.17, 1.49, 3.59], [2.33, 0.73, 3.83], [-2.39, -0.06, -0.24], [2.52, 0.12, 5.06], [0.18, 1.59, 4.58], [-0.67, 1.94, -2.57], [1.57, -0.84, -3.22], [-1.54, -2.18, -2.98], [0.42, 4.09, -2.88], [-1.89, 3.73, -3.73], [-3.93, -1.99, -0.14], [-1.30, -5.37, -0.89], [-1.18, -5.65, -3.32], [1.56, 0.26, 6.07], [-1.04, -3.99, -1.01], [1.74, -2.30, -1.31], [-2.93, -1.11, 1.94], [-0.20, 3.61, 2.26], [3.23, -2.46, -1.28], [0.39, 0.99, 5.82], [-0.89, -4.31, -3.43], [-2.32, -2.00, 2.18], [3.51, -2.51, -0.22], [3.63, -1.53, -1.70], [0.10, 4.97, -2.29], [-2.70, 2.99, -3.72], [-2.22, 4.65, -3.23], [3.43, -0.46, 5.24], [1.97, -1.70, -3.75], [-0.25, 4.26, 1.37], [-3.85, -1.94, -1.23], [2.34, -0.08, -3.11], [-1.65, 3.99, -4.77], [2.62, 3.84, 0.99], [-1.19, 3.18, 2.45], [3.07, 0.60, 3.03], [0.84, -0.40, -3.90], [-1.47, -5.84, 0.10], [-0.73, 2.15, 4.38], [2.49, 4.02, 2.79], [-1.64, -7.24, -1.98], [-0.78, -3.38, -0.13], [1.23, 3.57, -2.36], [1.72, -0.20, 7.04], [0.13, 4.20, 3.12], [-1.59, 1.34, -2.74], [3.43, 2.64, 2.04], [3.58, -3.32, -1.84], [-1.25, -6.22, -4.24], [-0.54, -1.83, -3.56], [-0.72, -3.84, -4.41], [-4.97, -1.82, 0.17], [-0.37, 1.09, 6.60], [-3.03, 0.46, -1.00], [-3.62, -3.00, 0.19], [-2.47, -0.22, 2.36], [0.76, 4.44, -3.86], [1.25, -3.23, -0.96], [-3.94, -1.25, 2.34]],
  "mulliken_charge": [0.7254, -0.6229, -0.5997, 0.8555, -0.5498, 0.0597, -0.6240, 0.3438, 0.1775, 1.9734, -1.2767, -0.3516, 0.8922, 0.6451, -0.3690, -0.4979, -0.6572, -0.4026, 0.3540, -1.9765, 0.0725, -0.9418, -0.8923, -0.9719, -0.8549, -0.6513, -0.4746, 0.0497, -0.7239, -0.9196, -1.4801, -1.5346, -0.5784, -0.6585, 0.2876, 0.2943, 0.3626, 0.3328, 0.2786, 0.3148, 0.3809, 0.3579, 0.3759, 0.3413, 0.5539, 0.3209, 0.3238, 0.3579, 0.2068, 0.3271, 0.3579, 0.2344, 0.4195, 0.3747, 0.6214, 0.2203, 0.3594, 0.4332, 0.1290, 0.3970, 0.4181, 0.3830, -0.0965, 0.4075, 0.3491, 0.3753, 0.3290, 0.3218, 0.2138, 0.3328, 0.0932, 0.3702],
  "multiplicity": 1,
  "e_tot_ev": -103617.942,
  "orbital_gap_ev": [5.76, 5.77]
}


{
  "formula": "C47H57BCl2GeI2N7OS3Sr",
  "method": "wB97M-V/def2-TZVPD",
  "species": ["I", "I", "Sr", "Ge", "Cl", "Cl", "S", "S", "S", "O", "N", "N", "N", "N", "N", "N", "N", "C", "C", "C", "C", "C", "C", "C", "C", "C", "C", "C", "C", "C", "C", "C", "C", "C", "C", "C", "C", "C", "C", "C", "C", "C", "C", "C", "C", "C", "C", "C", "C", "C", "C", "C", "C", "C", "C", "C", "C", "C", "C", "C", "C", "C", "C", "C", "B", "H", "H", "H", "H", "H", "H", "H", "H", "H", "H", "H", "H", "H", "H", "H", "H", "H", "H", "H", "H", "H", "H", "H", "H", "H", "H", "H", "H", "H", "H", "H", "H", "H", "H", "H", "H", "H", "H", "H", "H", "H", "H", "H", "H", "H", "H", "H", "H", "H", "H", "H", "H", "H", "H", "H", "H", "H"],
  "coordinates": [[-0.06, -1.22, 7.16], [1.52, 1.64, 5.74], [-0.52, 0.32, 1.56], [3.16, 0.51, 1.57], [1.44, -1.91, 2.32], [-1.84, 0.48, 3.94], [-2.13, 0.98, -2.13], [-3.03, -1.33, 0.68], [-0.43, -3.04, -2.52], [0.32, -0.85, -0.33], [-1.86, -4.55, -0.70], [-2.72, -1.26, -3.57], [-1.02, -0.16, -4.37], [-3.09, -3.22, -1.92], [-0.18, 8.34, 0.60], [-4.41, -1.02, -1.67], [-5.04, 0.37, -0.11], [5.36, -1.09, 0.49], [5.44, -2.12, -1.69], [2.83, 3.41, 1.78], [5.76, 1.45, 4.79], [-0.80, -5.23, 0.09], [-1.34, -1.17, -5.28], [-2.38, -1.84, -4.77], [-3.94, -3.99, -1.16], [-5.42, -0.24, -2.19], [5.06, -0.82, 5.12], [-0.62, 5.21, 2.11], [4.08, -0.59, 0.24], [1.22, -0.06, -5.33], [3.50, -0.87, -0.99], [-5.19, 0.31, 2.37], [-0.22, 3.56, -0.07], [3.34, 5.03, 0.08], [-0.66, 3.83, 2.24], [0.63, -4.83, -0.27], [-4.15, -0.63, -0.40], [0.15, 0.73, -4.57], [1.15, -0.44, 5.62], [-0.36, 5.77, 0.86], [4.24, 0.42, 3.21], [-1.81, -3.59, -1.67], [-3.19, -4.80, -0.40], [0.79, 1.18, -3.25], [5.79, 0.28, 5.54], [2.89, 4.73, 1.36], [-0.27, 7.20, 0.71], [-0.17, 4.94, -0.24], [-1.93, -0.19, -3.35], [-3.84, 2.08, 1.16], [4.99, 1.51, 3.63], [3.68, 2.69, -0.34], [-5.81, 0.62, -1.23], [-5.08, 1.20, 1.13], [6.03, -1.85, -0.46], [-6.32, 2.10, 1.09], [-0.30, 1.95, -5.37], [-1.02, -4.87, 1.56], [-0.95, -6.74, -0.13], [3.24, 2.37, 0.94], [-0.46, 2.93, 1.17], [4.16, -1.63, -1.95], [3.73, 4.01, -0.77], [4.29, -0.75, 3.96], [-3.71, -2.00, -2.65], [-1.97, -5.25, 1.95], [0.67, -0.63, 4.67], [-5.47, 0.94, 3.21], [0.03, 5.37, -1.22], [-2.96, 1.47, 1.08], [-3.49, -5.51, 0.35], [-0.75, 1.64, -6.32], [2.55, 5.52, 2.02], [0.54, 2.60, -5.58], [0.82, -3.78, -0.10], [7.02, -2.23, -0.24], [4.06, 4.24, -1.78], [-5.76, -0.37, -3.20], [0.99, 0.33, -2.60], [3.36, 6.06, -0.25], [2.43, 3.18, 2.76], [-5.00, -3.84, -1.20], [-0.09, -1.48, -0.97], [2.11, -0.94, 5.68], [-0.87, 3.42, 3.22], [1.38, -1.04, -4.88], [1.73, 1.67, -3.50], [-6.36, 2.65, 2.03], [-2.89, -2.72, -5.13], [-6.28, 2.83, 0.28], [1.28, -5.40, 0.39], [-3.78, 2.63, 2.10], [-7.25, 1.52, 1.00], [3.99, 1.90, -1.02], [2.50, -0.52, -1.21], [-0.78, -1.34, -6.18], [-4.59, -2.44, -3.37], [-0.77, 5.86, 2.97], [5.84, -0.89, 1.44], [0.97, -0.20, -6.39], [6.32, 2.32, 5.11], [-0.21, -5.28, 2.17], [3.68, -1.84, -2.89], [6.38, 0.23, 6.45], [-0.07, 2.95, -0.96], [-5.95, -0.46, 2.22], [5.08, -1.74, 5.69], [-6.57, 1.38, -1.26], [4.97, 2.44, 3.07], [-0.79, -6.98, -1.18], [-1.94, -7.10, 0.16], [3.72, -1.62, 3.65], [-1.02, -3.78, 1.69], [-0.20, -7.27, 0.47], [0.16, 1.87, -2.70], [5.95, -2.72, -2.43], [2.16, 0.49, -5.30], [-4.24, -0.17, 2.61], [0.87, -5.06, -1.31], [0.86, -1.41, 0.26], [-1.05, 2.51, -4.80], [-3.84, 2.78, 0.32]],
  "mulliken_charge": [0.0140, 0.0362, 1.5656, -0.3865, -0.6628, -0.7184, 0.0127, 0.0847, -0.5219, 2.4024, 0.4920, -0.0842, 0.4872, 0.0286, -0.7021, 0.3748, 0.3979, -0.2886, -0.5064, 0.3414, -0.6430, 1.5759, -0.4154, -1.0918, -1.5662, -1.3667, -0.4349, -0.3756, 0.2103, -2.1495, 0.5203, -1.5502, -0.1655, -0.6048, -1.4096, -2.1006, -0.2979, 2.1496, -0.1640, 0.3694, 0.2516, 0.4603, -0.0340, -1.9197, -0.4839, -0.7157, -0.1156, -0.0082, -0.2244, -0.7670, -0.0959, -0.4737, -0.1399, 1.5577, -0.8071, -2.4458, -1.9500, -1.5058, -1.8256, 0.1697, 0.2301, -0.6354, -0.5908, -0.5769, 0.5602, 0.3607, -0.2450, 0.4973, 0.4803, -0.3855, 0.5140, 0.4062, 0.3931, 0.4348, 0.1859, 0.3691, 0.3662, 0.5589, -0.1121, 0.3731, 0.3437, 0.5166, -1.0342, 0.3457, 0.4600, 0.3822, 0.7944, 0.4623, 0.5540, 0.4868, 0.5646, 0.4959, 0.5171, 0.4036, -0.1093, 0.4871, -0.2707, 0.4433, 0.3148, 0.4886, 0.3638, 0.4887, 0.4296, 0.3389, -0.0921, 0.3642, 0.3901, 0.4734, 0.3099, 0.3991, 0.3706, 0.3361, 0.2110, 0.4505, 0.0230, 0.3546, 0.5046, 0.1562, 0.4285, -0.6264, 0.3074, 0.4045],
  "charge": -2,
  "multiplicity": 2,
  "e_tot_ev": -193932.682,
  "orbital_gap_ev": [6.12, 6.23],
  "de_lowest_ev": 0.268
}


{
  "formula": "C9H8Cl2N2O2",
  "method": "wB97M-V/def2-TZVPD",
  "species": ["Cl", "Cl", "O", "O", "N", "N", "C", "C", "C", "C", "C", "C", "C", "C", "C", "H", "H", "H", "H", "H", "H", "H", "H"],
  "coordinates": [[-1.57, -1.78, 1.59], [-0.12, 2.89, 0.81], [-2.87, -1.60, -0.91], [-2.24, 0.46, -1.51], [-2.33, -0.20, 0.78], [-1.66, 0.90, 1.16], [1.85, -1.36, -1.02], [-1.24, 1.45, -1.25], [2.50, -1.56, 0.21], [-0.69, 1.32, 0.12], [1.20, 0.22, 1.26], [2.30, -0.59, 1.23], [0.86, -0.38, -1.10], [0.46, 0.31, 0.05], [-2.51, -0.52, -0.56], [0.34, -0.25, -2.00], [-1.30, 0.94, 2.09], [1.94, -1.78, -1.99], [1.15, 0.74, 2.18], [-0.52, 1.33, -2.10], [2.91, -0.63, 2.14], [-1.79, 2.35, -1.43], [3.33, -2.24, 0.24]],
  "nbo_charge": [-0.0153, -0.0260, -0.5321, -0.4947, -0.2209, -0.4303, -0.1987, -0.1069, -0.1910, 0.1125, -0.2071, -0.1875, -0.2049, -0.0815, 0.8429, 0.2102, 0.4165, 0.2258, 0.2284, 0.2148, 0.2121, 0.2143, 0.2194],
  "multiplicity": 1,
  "e_tot_ev": -41579.557,
  "orbital_gap_ev": 8.65,
  "smiles": "O=C1OC[C@](Cl)(c2ccccc2)NN1Cl",
  "de_lowest_ev": 0.337
}


{
  "formula": "C26H56BNO19PS2",
  "method": "wB97M-V/def2-TZVPD",
  "species": ["S", "S", "P", "O", "O", "O", "O", "O", "O", "O", "O", "O", "O", "O", "O", "O", "O", "O", "O", "O", "O", "O", "N", "C", "C", "C", "C", "C", "C", "C", "C", "C", "C", "C", "C", "C", "C", "C", "C", "C", "C", "C", "C", "C", "C", "C", "C", "C", "C", "B", "H", "H", "H", "H", "H", "H", "H", "H", "H", "H", "H", "H", "H", "H", "H", "H", "H", "H", "H", "H", "H", "H", "H", "H", "H", "H", "H", "H", "H", "H", "H", "H", "H", "H", "H", "H", "H", "H", "H", "H", "H", "H", "H", "H", "H", "H", "H", "H", "H", "H", "H", "H", "H", "H", "H", "H"],
  "coordinates": [[-5.95, -0.55, 0.12], [-2.60, -0.32, -1.01], [-4.48, -0.94, 1.28], [7.30, 5.30, -7.04], [3.19, -0.70, -4.12], [-1.25, -4.04, 8.03], [-0.11, 0.24, 1.50], [-1.95, -4.93, 1.48], [2.41, -1.95, 0.30], [-2.51, 1.05, -0.58], [-2.27, -2.84, -3.25], [-4.03, 3.36, 5.14], [5.34, 0.23, -5.91], [-5.80, 4.79, 3.27], [-1.16, -0.73, -1.62], [-2.77, -4.68, -2.13], [4.95, 3.71, -6.23], [-3.59, -0.49, -2.00], [-4.30, 0.24, 2.37], [-4.85, -2.24, 2.19], [-1.79, -2.95, 2.70], [-2.87, -2.56, 6.05], [0.13, -1.63, 0.22], [6.22, 3.17, -6.59], [-2.62, -2.81, 0.20], [5.78, -1.11, -6.02], [-5.12, 3.22, 6.03], [3.15, 0.50, -4.88], [-4.33, 2.93, 3.81], [-2.87, -1.29, 0.48], [1.23, 0.72, -0.37], [-2.66, -1.38, 6.80], [4.24, 4.24, -7.34], [-1.66, -3.25, 5.76], [-0.56, -1.91, -1.08], [-2.27, -3.54, -2.23], [0.38, -0.20, 0.49], [6.75, 6.41, -6.35], [-1.56, -3.07, -0.92], [7.34, 4.12, -6.25], [4.09, -0.63, -3.03], [-2.40, -4.18, 8.83], [3.94, 0.37, -6.16], [-4.60, 4.10, 2.90], [-1.46, -4.44, 6.68], [1.30, -2.40, 0.45], [-5.55, 5.98, 3.99], [1.18, -3.82, 0.98], [0.43, -2.37, -2.14], [-2.12, -3.58, 1.50], [-0.57, -4.98, 6.36], [0.58, -3.87, 1.89], [-4.83, 5.82, 4.80], [6.34, 2.25, -6.01], [-6.04, 3.64, 5.60], [5.82, 6.15, -5.85], [-5.18, 2.24, 3.81], [3.40, 4.82, -6.95], [-1.29, -5.11, 2.16], [1.11, 0.48, -1.42], [5.82, -1.41, -7.08], [2.27, 0.75, -0.07], [-3.59, -3.25, -0.05], [7.47, 6.78, -5.61], [-4.88, 3.76, 6.94], [2.18, -4.15, 1.24], [-2.23, -0.59, 6.17], [0.68, -3.43, -2.03], [-1.74, -3.61, 4.73], [-2.09, -0.98, 1.18], [4.22, -1.64, -2.64], [-2.01, -1.55, 7.66], [6.24, 2.90, -7.65], [0.00, -2.28, -3.13], [3.81, 1.29, -6.75], [-2.31, -5.12, 6.61], [4.87, 4.89, -7.95], [3.51, 1.35, -4.29], [-3.75, 4.79, 2.89], [-2.59, -5.24, 9.05], [-2.22, -3.66, 9.77], [-0.80, -2.57, 5.81], [0.78, 1.71, -0.25], [-4.75, 3.73, 1.88], [5.06, -0.24, -3.33], [-2.44, -2.27, 2.92], [-3.46, 2.39, 3.44], [3.85, 3.42, -7.96], [-5.17, 6.76, 3.31], [-6.49, 6.32, 4.41], [-0.98, -3.92, -0.59], [-3.28, -3.74, 8.36], [6.56, 7.19, -7.08], [3.67, 0.00, -2.24], [-5.23, -2.85, 1.55], [2.10, 0.69, -5.13], [-4.06, -0.21, 3.21], [0.84, -4.51, 0.21], [3.57, -0.47, -6.76], [-3.63, -1.04, 7.16], [8.30, 3.63, -6.46], [6.79, -1.17, -5.61], [5.14, -1.80, -5.47], [1.32, -1.75, -2.16], [7.32, 4.37, -5.18], [-5.28, 2.16, 6.27]],
  "mulliken_charge": [-0.4229, 1.8422, 0.2081, -0.3678, -0.2539, -0.3782, -0.5434, -0.4663, -0.5582, -0.7858, -0.6768, -0.4306, -0.2333, -0.3869, -0.4693, -0.8103, -0.3422, -0.6650, -0.2692, -0.4980, -0.7082, -0.3851, 1.4278, -0.0719, -0.5382, -0.8194, -0.7007, -0.5595, 0.1639, -0.0160, -1.3567, -0.8049, -0.8409, 0.2046, 0.9600, 0.0051, 0.5395, -0.6853, -0.1309, -0.7727, -0.7173, -0.6900, -0.3762, -0.6392, -0.7304, 0.5278, -0.7133, -0.9401, -2.3729, 0.4947, 0.3777, -0.0724, 0.3116, 0.2017, 0.3218, 0.2869, 0.2842, 0.2363, 0.2888, 0.2194, 0.3124, 0.3457, 0.6271, 0.3223, 0.2696, 0.5009, 0.3473, 0.3019, 0.0141, 0.3255, 0.2375, 0.3582, 0.3281, 0.5798, 0.1395, 0.3671, 0.3604, 0.3354, 0.3379, 0.3251, 0.2415, 0.3119, 0.4342, 0.3587, 0.4301, 0.1031, 0.1188, 0.3627, 0.3129, 0.2451, -0.1076, 0.2821, 0.2402, 0.1860, 0.3982, 0.3950, 0.2627, 0.2439, 0.3917, 0.2488, 0.3814, 0.2667, 0.2765, 0.5581, 0.3653, 0.2542],
  "charge": -1,
  "multiplicity": 1,
  "e_tot_ev": -99899.191,
  "orbital_gap_ev": 7.07,
  "de_lowest_ev": 3.160
}


{
  "formula": "C4H8O2",
  "method": "wB97M-V/def2-TZVPD",
  "species": ["O", "O", "C", "C", "C", "C", "H", "H", "H", "H", "H", "H", "H", "H"],
  "coordinates": [[-0.92, 0.82, -1.41], [-0.01, -1.02, 1.20], [-0.71, -0.36, -0.69], [-1.23, -0.44, 0.74], [1.54, 0.60, 0.13], [0.66, -0.62, -0.03], [1.97, 0.89, -0.83], [-2.11, -1.06, 0.95], [-1.02, -1.20, -1.32], [-1.34, 1.46, -0.82], [1.23, -1.47, -0.42], [0.97, 1.45, 0.51], [-1.38, 0.56, 1.17], [2.36, 0.39, 0.83]],
  "nbo_charge": [-0.7035, -0.5264, 0.0571, -0.0862, -0.6372, 0.0787, 0.2231, 0.1875, 0.1785, 0.4699, 0.1790, 0.2048, 0.1532, 0.2215],
  "multiplicity": 1,
  "e_tot_ev": -8371.378,
  "orbital_gap_ev": 10.71,
  "smiles": "C[C@H]1OC[C@H]1O",
  "de_lowest_ev": 1.904
}